[1]
Below is C14H20BCl3F4O3SV as an isolated structure, with properties calculated with the ωB97M-V functional and the def2-TZVPD basis.

## Properties
- E_tot: -106623.5833 eV
- Spin multiplicity: 3
- Charge: +1
- Expectation value of S²: 2.0125
- Orbital gap (spin up / spin down): 7.54 / 7.80 eV

Geometry as XYZ:
```
47
Properties=species:S:1:pos:R:3:forces:R:3:mulliken_spin:R:1
V -0.1048 -0.1247 -0.2268 0.1 -0.5 0.0 2.016
Cl 1.0916 1.7315 -3.2366 0.0 0.0 0.0 0.002
Cl -0.4029 -0.7799 -2.7508 0.0 0.1 0.0 -0.004
Cl -1.3313 -3.6693 5.8150 0.0 0.0 0.0 -0.001
S -1.6246 2.4426 0.6212 0.0 -0.2 -0.2 0.009
F 2.7763 -0.6531 0.9849 0.0 0.0 0.0 0.000
F 2.2800 -0.2633 -1.2105 -0.1 0.2 0.0 0.003
F 1.0020 -1.7327 -0.0946 0.0 -0.1 0.1 0.004
F 3.2370 -2.2991 -0.5575 0.1 0.1 -0.2 0.000
O -0.0340 0.1623 1.5830 -0.1 0.1 -0.2 -0.065
O -1.6633 -1.3401 -0.0256 0.2 0.2 0.0 -0.025
O -1.1288 1.5131 -0.5275 0.0 0.3 0.0 0.005
C 1.9095 2.7102 -0.0124 0.1 -0.1 0.0 -0.010
C 0.2347 -0.6079 3.7834 0.0 -0.1 0.0 -0.011
C 0.7907 3.7342 -0.1017 0.0 0.0 0.0 0.000
C -2.0942 3.7197 -2.6343 0.0 0.0 0.0 0.000
C 0.0302 0.5221 -3.9194 -0.1 0.0 0.0 0.003
C -2.8209 3.5021 -0.1848 -0.1 0.1 0.0 0.002
C -2.3863 4.4274 -1.3159 0.0 0.0 0.0 0.000
C -1.2297 -1.8049 2.2733 -0.1 -0.1 0.0 0.019
C -1.5508 -2.7070 3.3090 0.1 0.0 0.0 0.006
C -1.8801 -1.9870 1.0190 0.0 0.0 0.0 0.016
C -0.0745 -1.5136 4.7744 0.0 0.1 0.0 0.008
C -0.3324 -0.7425 2.5167 0.1 0.1 -0.1 0.011
C -0.2650 3.5699 0.9906 0.0 0.1 0.1 0.005
C -0.9697 -2.5642 4.5409 0.0 0.0 0.0 -0.008
B 2.5144 -1.2317 -0.2186 -0.2 -0.2 0.3 0.006
H -3.5968 2.8052 -0.5119 0.0 0.0 0.0 -0.001
H -0.7597 4.5111 1.2414 0.0 0.0 0.0 0.001
H 2.6927 2.9309 -0.7363 0.0 0.0 0.0 0.001
H -0.9025 0.9863 -4.2160 0.0 0.0 0.0 0.000
H 0.5254 0.0216 -4.7424 0.0 0.0 0.0 0.000
H -2.2463 -3.5150 3.1231 0.0 0.0 0.0 0.000
H 0.3793 -1.4174 5.7518 0.0 0.0 0.0 0.000
H -1.8416 4.4476 -3.4043 0.0 0.0 0.0 0.000
H 0.3307 3.7086 -1.0901 0.0 0.0 0.0 -0.001
H 1.5856 1.6920 -0.2407 0.0 0.1 0.1 0.007
H -1.5357 5.0366 -1.0036 0.0 0.0 0.0 0.000
H 0.1791 3.1742 1.9047 0.0 0.0 0.0 -0.002
H -1.2653 3.0194 -2.5424 0.0 0.0 0.0 0.002
H 2.3637 2.6869 0.9787 0.0 0.0 0.0 0.001
H -2.6584 -2.7536 0.9610 0.0 0.0 0.0 -0.001
H -3.2353 4.0587 0.6622 0.0 0.0 0.0 -0.001
H 1.2139 4.7333 0.0185 0.0 0.0 0.0 0.000
H -3.2110 5.1292 -1.4584 0.0 0.0 0.0 0.000
H 0.9334 0.1970 3.9607 0.0 0.0 0.0 0.000
H -2.9702 3.1646 -2.9753 0.0 0.0 0.0 0.000
```
Forces are in eV/Å.

[2]
Below is an isolated ion of composition C14H20N and charge +1 at a distorted geometry, with properties calculated with the ωB97M-V functional and the def2-TZVPD basis.

## Properties
- E_tot: -16320.3426 eV
- Charge: +1
- Structure (SMILES): C[C@@H]1CC=[N+]2[C@H](C)[C@@]34C[C@@H]5C[C@@H]1[C@H](C3)[C@]524
- Orbital gap: 9.16 eV

Geometry as XYZ:
```
35
Properties=species:S:1:pos:R:3:forces:R:3:lowdin_charge:R:1
N 0.8240 -1.0681 -0.7440 0.5 -0.2 -0.5 0.112
C -2.1851 -0.1631 -0.1787 -3.5 0.6 -2.7 -0.309
C -2.9951 -0.9121 0.8663 0.8 -1.3 1.6 -0.076
C 1.8649 1.8281 -0.8156 -0.7 2.1 -0.2 -0.019
C 2.7599 -1.8126 0.5925 0.8 -2.2 3.5 -0.050
C 0.5046 0.2429 -0.3376 0.2 1.1 -0.7 -0.442
C 0.2899 1.5294 -1.1643 0.1 0.7 -0.1 -0.047
C -0.1571 -1.8677 -0.9261 1.4 1.1 0.0 0.060
C -1.4911 1.0270 0.4572 -1.1 0.1 2.5 -0.277
C 1.8748 0.6581 0.1313 -0.6 -2.3 0.0 -0.235
C 1.1731 0.8983 1.5177 1.5 0.8 1.5 0.024
C 2.3161 -0.7897 -0.3233 -0.9 0.6 0.2 -0.127
C -0.2087 0.3453 0.9650 0.3 0.9 0.7 -0.126
C -1.4122 -1.1267 -1.2305 -3.1 -2.2 2.1 -0.058
C -1.0557 2.1647 -0.4289 1.5 -0.2 -1.6 -0.045
H -1.6419 2.4041 -1.3245 -0.7 -0.2 0.7 0.112
H 2.1713 2.7632 -0.2726 -0.6 -0.6 -0.8 0.131
H -1.0306 3.0692 0.2000 0.9 -0.2 -0.6 0.127
H 0.0506 -2.9221 -0.8790 -0.4 -0.4 -0.4 0.155
H -3.0433 0.3423 -0.9215 2.3 -1.3 1.6 0.199
H 2.9115 -0.8578 -1.2005 0.3 0.6 -1.0 0.150
H -2.8871 -2.0265 0.7918 -0.4 0.9 -0.1 0.098
H 1.6105 0.3200 2.3896 -0.7 0.3 -1.1 0.132
H -0.4633 -0.5768 1.4788 0.1 -0.2 -0.1 0.150
H -2.2269 1.3280 1.3135 1.4 0.0 -1.6 0.181
H 1.3480 1.9604 1.8392 -0.8 -0.8 -0.4 0.135
H 1.9261 -2.1724 1.2614 0.4 -0.1 -1.1 0.109
H -2.5758 -0.6626 1.8585 0.0 -0.3 -0.2 0.077
H 3.2847 -2.6600 0.0821 -0.6 0.6 0.6 0.111
H 3.3903 -1.4685 1.4588 0.1 0.2 -1.3 0.117
H -2.1748 -1.9778 -1.4218 0.9 1.9 -0.4 0.159
H 0.1663 1.4034 -2.2964 -0.1 0.3 1.7 0.158
H -4.0398 -0.6329 1.0253 0.1 0.0 -0.8 0.092
H -1.2667 -0.4018 -1.9808 0.4 0.0 -1.7 0.102
H 2.3885 1.8147 -1.7831 0.3 -0.4 0.6 0.121
```
Forces are in eV/Å.

[3]
Below is one molecule with the formula C14H20N2O4 at a distorted geometry, with properties calculated with the ωB97M-V functional and the def2-TZVPD basis.

## Properties
- E_tot: -26012.5857 eV
- Charge: 0
- Structure (SMILES): CC(C)[C@H](N)C(=O)N[C@@H](Cc1ccc(O)cc1)C(=O)O
- Orbital gap: 9.24 eV

Geometry as XYZ:
```
40
Properties=species:S:1:pos:R:3:forces:R:3:lowdin_charge:R:1
O 3.2681 -0.4576 -4.1125 -0.7 -0.6 -1.0 0.022
O -2.6312 -0.0952 2.0567 -1.0 -0.6 0.9 0.075
O 1.8470 -0.2817 1.4400 -0.9 -1.2 0.0 0.123
O 1.5579 -2.2907 2.3112 1.6 0.7 -0.1 0.130
N -3.8365 2.1757 0.9440 0.3 1.1 0.9 0.064
N -0.8338 0.0157 0.7149 -1.1 -1.7 0.7 0.117
C 1.9803 -2.3358 -1.2838 -1.6 -0.5 0.9 -0.027
C -0.3389 -1.3474 1.0120 0.2 0.1 1.1 -0.177
C -0.0261 2.8599 1.2511 -0.5 2.8 -0.4 -0.063
C -0.3109 -2.3857 -0.1348 2.3 -1.6 1.3 -0.097
C -1.5101 3.0150 1.5934 0.0 0.8 1.4 -0.400
C 2.8591 -1.9107 -2.2637 -0.2 -0.4 -0.1 -0.009
C 2.3939 -1.0051 -3.1939 -0.9 0.5 -0.2 -0.303
C -2.4151 2.0188 0.8782 1.1 -1.7 -1.1 -0.317
C -1.9397 4.4565 1.2852 0.9 0.2 -0.3 -0.084
C 1.0350 -0.5699 -3.1420 2.7 0.6 -1.6 -0.017
C -1.9987 0.5409 1.2621 1.3 0.5 -0.4 -0.407
C 0.2326 -1.0103 -2.1603 -1.7 -0.7 1.3 -0.073
C 0.6070 -1.9792 -1.2277 2.5 0.8 -0.8 -0.232
C 1.1275 -1.2431 1.5952 -0.6 1.4 -0.3 -0.458
H 0.4228 1.9359 1.3566 0.7 -1.9 0.7 0.015
H -4.2351 1.5215 0.3061 -0.6 -0.4 -0.1 0.077
H 0.6197 3.6174 1.8187 -1.0 -0.9 -1.0 0.117
H -1.6017 2.9491 2.6872 -0.3 -0.6 -0.1 0.142
H -3.0249 4.5312 1.3874 0.3 0.4 0.2 0.065
H -0.9707 -1.8163 1.8025 0.2 0.9 -0.4 0.154
H -0.7431 -0.5749 -2.0196 -0.5 0.0 -0.4 0.112
H 0.1478 -3.3884 0.3381 -1.2 2.0 -1.0 0.164
H -4.1555 2.0242 1.8871 -0.4 -0.3 0.1 0.085
H -1.3328 5.1879 1.9135 -1.1 -0.8 -0.7 0.100
H 0.7273 0.1486 -3.9122 -0.1 -0.2 0.5 0.123
H -2.2510 2.0893 -0.2015 0.7 0.2 -0.1 0.146
H 3.8233 -2.4157 -2.3365 0.0 0.7 0.0 0.126
H -1.6872 4.6357 0.2212 -0.2 0.2 0.4 0.082
H -0.3565 0.5361 0.0361 0.8 0.6 -0.9 0.098
H 2.8297 -0.4837 -4.9965 0.6 0.2 1.0 0.123
H -0.0402 3.0610 0.1706 0.8 0.3 0.0 0.087
H -1.2602 -2.6202 -0.5479 -1.1 -0.1 0.0 0.109
H 0.9240 -2.9322 2.5673 -1.3 -0.8 0.1 0.096
H 2.3459 -2.9681 -0.4802 0.1 -0.3 -0.2 0.113
```
Forces are in eV/Å.